Record 1
This record from the Open Molecules 2025 dataset describes a molecular structure, C2Br3ClF2 at a distorted geometry. The level of theory is ωB97M-V with the def2-TZVPD basis set.

Output
Energy above the lowest of the compared OMol25 structures with the same formula, charge and spin   0.0 kcal per mole
LUMO (alpha / beta)   -0.34 / -3.92 eV
HOMO energy (alpha / beta)   -0.297 / -0.392 Ha

```
! RIJCOSX wB97M-V def2-TZVPD def2/J DEFGRID3
* xyz 0 3
Br -1.1156 -2.1778 -0.1266
Br 1.9503 -1.2292 -0.0762
Br -2.2691 1.1092 -0.1170
Cl -0.2630 0.3183 2.0509
F 0.4432 0.2502 -1.7030
F 1.2152 1.3621 -0.0558
C 0.6532 0.2310 -0.3987
C -0.6141 0.1362 0.4264
*
```

Record 2
This record from the Open Molecules 2025 dataset describes 5 unconnected molecules or ions with the total composition C16H23B3FN5O5S at a distorted geometry. The level of theory is ωB97M-V with the def2-TZVPD basis set.

Output
LUMO   -2.59 eV
SMILES string   NB1OBOB(S(=O)(=O)F)O1.c1cc[nH]c1.c1cc[nH]c1.c1cc[nH]c1.c1cc[nH]c1
HOMO energy   -0.305 Ha

```
! RIJCOSX wB97M-V def2-TZVPD def2/J DEFGRID3
* xyz 0 1
S 4.0494 3.2561 -4.1321
F 4.0055 3.3964 -5.8734
O 5.5174 2.9236 -3.6562
O 3.3566 0.4381 -3.3579
O 3.7337 4.6607 -3.4856
O 2.0335 0.4693 -1.1603
O 1.5293 2.1395 -2.9880
N 1.4863 2.9964 -0.4720
N -3.3871 -0.6979 -1.3262
N -3.3587 -3.8083 1.1148
N 0.9850 5.1700 2.0893
N 1.3368 -3.0644 -0.5693
C -2.1094 -0.3287 -0.9951
C 0.2889 -3.8827 -0.9020
C 0.1006 5.7487 2.9619
C -4.1342 0.4247 -1.5717
C 2.2147 5.0741 2.6871
C 2.1107 5.5903 3.9594
C -4.3081 -5.7732 1.5384
C 2.0972 -3.6713 0.3962
C -3.3252 1.5234 -1.3860
C 1.5318 -4.8951 0.6762
C 0.7725 6.0170 4.1335
C -2.5983 -4.4152 2.0803
C -2.0434 1.0464 -1.0215
C -3.1637 -5.6391 2.3603
C -4.4066 -4.6266 0.7821
C 0.3874 -5.0292 -0.1457
B 1.6635 1.8857 -1.5098
B 2.9292 1.8771 -3.4778
B 3.3424 0.2322 -1.8661
H -5.1752 0.3458 -1.8552
H 0.7650 4.8626 1.1508
H -1.7215 -3.9261 2.4834
H 2.9125 5.6535 4.6837
H -0.9288 5.9182 2.6757
H 1.5199 -2.1547 -0.9725
H 1.7678 2.5277 0.4416
H -3.7255 -1.6498 -1.3817
H 1.9031 -5.6137 1.3955
H 4.3275 -0.0653 -1.2513
H -2.7924 -6.3576 3.0796
H -4.9877 -6.6147 1.5028
H -1.1665 1.6419 -0.8025
H 0.3453 6.4720 5.0177
H -0.4344 -3.5806 -1.6475
H -3.6254 2.5567 -1.5018
H 3.0559 4.6467 2.1579
H -3.1756 -2.8986 0.7117
H -0.2922 -5.8708 -0.1813
H -1.3588 -1.0740 -0.7683
H 2.9740 -3.1822 0.7993
H 2.3051 3.6496 -0.6568
H -5.1299 -4.3245 0.0366
*
```

Record 3
This record from the Open Molecules 2025 dataset describes a single C5H9N molecule at a distorted geometry. The level of theory is ωB97M-V with the def2-TZVPD basis set.

Output
Energy above the lowest of the compared OMol25 structures with the same formula, charge and spin   74.5 kcal per mole
LUMO   0.94 eV
SMILES string   C=CC(=C)NC
HOMO energy   -0.289 Ha

```
! RIJCOSX wB97M-V def2-TZVPD def2/J DEFGRID3
* xyz 0 1
N -0.2359 0.8165 -1.0026
C 0.9448 -1.2025 -0.1777
C 1.1442 1.4608 -1.5199
C -0.0934 -0.3130 -0.1470
C -1.0954 -0.4197 0.8696
C -0.9887 -0.7193 2.1419
H -2.0047 -0.0845 0.4897
H -0.4795 -1.5354 2.6370
H 0.9903 2.5608 -1.6230
H -1.5899 -0.0811 2.7907
H 1.8306 1.2584 -0.5912
H 1.6819 1.0587 -2.3767
H 1.5957 -1.1804 -1.0052
H -0.8562 1.5481 -0.6964
H 1.0145 -2.0987 0.3914
*
```

Record 4
This record from the Open Molecules 2025 dataset describes a molecular structure, C8H15Br12Cl2O2P. The level of theory is ωB97M-V with the def2-TZVPD basis set.

Output
LUMO   -0.35 eV
HOMO energy   -0.324 Ha

```
! RIJCOSX wB97M-V def2-TZVPD def2/J DEFGRID3
* xyz 0 1
Br -0.5474 -6.0701 -1.6829
Br 0.6126 -4.1142 -3.9118
Br -4.6165 -6.0170 -5.6738
Br -3.4548 8.2572 4.0353
Br -2.4505 -3.9357 -3.0799
Br -1.3921 6.5124 5.7227
Br -3.2943 5.1122 3.5923
Br -3.3466 -3.7295 -7.4785
Br -0.3601 6.2045 0.8790
Br 0.1570 3.1437 0.1960
Br -1.6072 -6.2609 -6.6556
Br 1.6526 4.5089 2.6629
Cl 2.3362 0.5340 4.6398
Cl 4.4539 0.2885 2.1128
P 2.2554 -0.5453 0.2303
O 0.4312 -0.4367 -1.9431
O -0.3726 -1.4022 -1.2439
C 2.7942 -0.3823 2.1045
C -2.3161 6.7092 4.0486
C 1.8617 0.5006 2.8987
C 0.0559 4.4658 1.5917
C -3.3677 -5.6115 -7.0787
C 0.4181 0.0216 2.8127
C -0.6647 -4.3256 -2.4886
C 1.7931 -0.6524 -1.6026
H 2.8350 -1.3731 2.5624
H -0.4168 -3.5962 -1.7308
H 1.7916 0.8022 0.2802
H 2.1743 -1.5933 -2.0267
H 0.3693 -1.0437 3.0509
H 2.3124 0.1718 -2.1032
H -0.7628 4.1863 2.2415
H 1.9513 1.5300 2.5558
H 0.0054 0.1898 1.8171
H -1.5682 6.8541 3.2825
H 1.4598 -1.6657 0.5711
H 3.6051 -0.8109 -0.1157
H -3.7006 -6.1273 -7.9673
H -0.1906 0.5438 3.5488
H -0.8963 -0.8429 -0.6545
*
```

Number 1: calculated total energy -230155.087 eV. Number 2: calculated total energy -50236.314 eV. Number 3: calculated total energy -6817.764 eV. Number 4: calculated total energy -887471.681 eV.